A structure of composition C47H39BMoN11O2 at a distorted geometry. Source: the Open Molecules 2025 dataset; level of theory: ωB97M-V/def2-TZVPD.

Results
* calculated total energy: -2660.2712 hartree
* F_max: 0.0222 Eh/bohr
* charge: +1
* multiplicity: 3
* expectation value of S²: 2.02

Positions of all 101 atoms, in Å:
Mo  -0.45941  0.83036  0.53781
C  3.39285  0.55355  4.48406
C  2.91044  0.70263  3.08462
C  3.65694  0.95993  1.94804
C  2.74504  1.09445  0.90800
N  1.48995  0.86669  1.38327
N  1.62558  0.65442  2.72543
B  0.39003  0.59842  3.63379
N  -0.49953  -0.55793  3.18967
N  -1.02702  -0.60840  1.93625
C  -1.82433  -1.71524  1.88960
C  -1.74004  -2.36538  3.11726
C  -0.90443  -1.60738  3.91135
C  -0.50690  -1.84163  5.32584
C  -2.71246  -2.16763  0.81352
C  -3.35364  -1.28931  -0.05440
C  -4.25975  -1.75222  -0.99635
C  -4.58014  -3.09808  -1.04454
C  -3.97944  -3.98026  -0.15683
C  -3.04273  -3.52409  0.75130
N  -0.36341  1.91417  3.39328
N  -0.70271  2.29238  2.12941
C  -1.23756  3.53291  2.22999
C  -1.28448  3.89788  3.57715
C  -0.71104  2.85706  4.28011
C  -0.49245  2.73761  5.74757
C  -1.70711  4.41397  1.14933
C  -2.92746  5.06849  1.32984
C  -3.36622  6.00799  0.41121
C  -2.58922  6.30749  -0.69858
C  -1.38189  5.65332  -0.89315
C  -0.93950  4.71488  0.02504
C  3.10608  1.51331  -0.44606
C  4.30875  1.06757  -1.00081
C  4.69859  1.49518  -2.25613
C  3.89351  2.37193  -2.97342
C  2.72682  2.86050  -2.40793
C  2.34472  2.44370  -1.14282
H  4.47911  0.58651  4.49319
H  3.06930  -0.38971  4.92336
H  3.01357  1.36141  5.11061
H  4.72456  1.08001  1.89295
H  0.69890  0.48351  4.77091
H  -2.24935  -3.26537  3.41165
H  -0.95150  -2.76985  5.67491
H  -0.84754  -1.02860  5.96705
H  0.57615  -1.91855  5.41961
H  -3.20499  -0.23129  0.06332
H  -4.73848  -1.05367  -1.67082
H  -5.30061  -3.45827  -1.76673
H  -4.23690  -5.03139  -0.17278
H  -2.54918  -4.22263  1.41417
H  -1.62861  4.83662  3.97451
H  -0.90798  3.61206  6.24162
H  0.57042  2.67784  5.98382
H  -0.97629  1.84788  6.15016
H  -3.53255  4.82977  2.19475
H  -4.30644  6.51594  0.57878
H  -2.91773  7.06191  -1.40079
H  -0.77545  5.88766  -1.75865
H  0.01903  4.23089  -0.11914
H  4.91727  0.36462  -0.44569
H  5.62789  1.13811  -2.68018
H  4.18692  2.68639  -3.96609
H  2.11436  3.57090  -2.94607
H  1.47018  2.87309  -0.66890
N  -3.94346  3.01708  -4.16501
C  -3.71794  2.85378  -3.04615
N  -3.52071  2.65161  -1.76297
C  -2.68944  2.16071  -1.02822
N  -1.99035  1.67130  -0.18390
O  -0.14020  1.25270  -2.15815
C  0.13845  0.05672  -2.06171
N  0.56671  -0.78816  -3.00958
C  0.68179  -2.16365  -2.51687
C  0.35251  -1.93346  -1.01670
O  0.40983  -2.74846  -0.13213
N  0.05596  -0.58940  -0.84270
C  -0.28765  -3.07365  -3.25963
C  -0.28787  -3.02302  -4.65266
C  -1.14256  -3.82796  -5.38396
C  -1.98463  -4.71650  -4.72974
C  -1.95367  -4.79936  -3.34870
C  -1.11381  -3.97476  -2.61007
C  2.11256  -2.69409  -2.61773
C  2.37089  -4.03789  -2.86302
C  3.67914  -4.49733  -2.90752
C  4.73567  -3.62326  -2.70483
C  4.47906  -2.28453  -2.44938
C  3.17344  -1.82298  -2.40833
H  0.58357  -0.54685  -3.98552
H  0.40621  -2.37407  -5.17534
H  -1.14227  -3.77377  -6.46456
H  -2.65317  -5.34915  -5.29859
H  -2.58388  -5.51513  -2.83771
H  -1.08396  -4.05182  -1.53242
H  1.55391  -4.72923  -3.01487
H  3.86654  -5.54520  -3.10140
H  5.75465  -3.98475  -2.74697
H  5.29841  -1.59684  -2.27944
H  2.97582  -0.77764  -2.21473